1.
18
Properties=species:S:1:pos:R:3 method="wB97M-V/def2-TZVPD" e_lumo_ev=3.57 e_tot_ha=-513.22402 e_above_lowest_kj_mol=127.6 total_charge=-1 e_homo_ev=-4.686
O 1.387 1.642 -2.019
C 0.753 0.890 -1.287
N 0.934 0.774 0.049
C 0.015 -0.093 0.901
O -1.107 -0.465 0.283
H -0.043 0.213 -1.634
H 1.317 1.599 0.481
H -0.164 0.546 1.782
H 0.649 -0.939 1.219
H -3.942 0.411 0.937
H -2.441 0.226 1.259
O -3.244 0.735 1.512
H 4.298 -0.089 0.266
H 2.817 0.138 0.496
O 3.614 -0.224 0.930
H -1.445 -1.507 -0.996
H -1.689 -1.676 -2.500
O -1.709 -2.181 -1.682

2.
149
Properties=species:S:1:pos:R:3 method="wB97M-V/def2-TZVPD" e_lumo_ev=-4.66 e_tot_ha=-34553.44449 total_charge=+1 e_homo_ev=-12.019
C 3.601 1.032 4.095
O 4.068 0.635 2.763
C 3.209 -0.395 2.308
O 2.702 -1.202 3.142
C 2.781 -0.586 0.786
C 2.132 0.516 -0.092
C 1.727 0.206 -1.594
C 1.039 1.451 -2.340
C 2.074 2.594 -2.796
C 3.623 2.168 -2.763
C 4.335 2.609 -1.359
S 5.892 3.577 -1.597
O 6.272 4.137 -0.229
O 5.759 4.756 -2.521
Cl 7.419 2.281 -2.132
N 1.946 -1.104 -2.218
C 1.569 -1.363 -3.667
C 0.162 -2.168 -3.835
O -0.816 -1.253 -4.380
Si -2.123 -0.903 -3.291
C -2.774 0.861 -3.782
C -3.464 -2.269 -3.594
C -1.606 -0.757 -1.446
C 2.541 -2.185 -1.416
Si 2.834 -3.987 -2.065
C 1.168 -4.964 -2.310
C 3.820 -5.058 -0.772
C 3.940 -4.036 -3.664
C 2.987 -1.978 0.078
H 3.924 0.242 4.872
H 4.094 2.019 4.443
H 2.472 1.203 4.149
H 1.968 1.550 0.370
H 0.333 1.127 -3.198
H 0.336 1.934 -1.557
H 1.956 3.490 -2.081
H 1.773 2.994 -3.839
H 4.152 2.816 -3.567
H 3.839 1.084 -3.049
H 4.563 1.680 -0.705
H 3.619 3.251 -0.720
H 1.405 -0.377 -4.250
H 2.435 -1.876 -4.241
H 0.360 -2.981 -4.637
H -0.188 -2.681 -2.877
H -3.561 0.743 -4.601
H -3.341 1.225 -2.839
H -1.919 1.574 -4.039
H -3.526 -2.386 -4.746
H -3.095 -3.224 -3.077
H -4.455 -1.868 -3.191
H -1.528 0.347 -1.108
H -2.428 -1.281 -0.841
H -0.625 -1.315 -1.201
H 0.701 -4.796 -3.337
H 1.314 -6.093 -2.094
H 0.488 -4.585 -1.447
H 4.680 -4.363 -0.422
H 4.333 -5.927 -1.325
H 3.160 -5.394 0.101
H 4.439 -3.027 -3.889
H 3.227 -4.250 -4.553
H 4.693 -4.888 -3.575
H 3.437 -2.813 0.719
C -3.253 3.899 2.395
Cl -4.037 2.333 2.707
Cl -1.519 3.648 2.089
Cl -4.001 4.667 0.979
Cl -3.453 4.952 3.811
C -0.897 -1.997 2.377
Cl -2.380 -2.465 1.517
Cl -1.136 -0.416 3.153
Cl -0.521 -3.229 3.597
Cl 0.463 -1.903 1.228
C -6.606 -1.761 2.704
Cl -6.525 -0.274 3.682
Cl -8.265 -2.390 2.751
Cl -6.153 -1.411 1.021
Cl -5.494 -2.970 3.383
C -2.108 -6.878 4.136
Cl -1.499 -7.558 2.611
Cl -3.312 -5.606 3.793
Cl -2.861 -8.176 5.089
Cl -0.763 -6.149 5.032
C 8.111 7.007 -4.835
Cl 6.425 7.045 -5.397
Cl 8.490 8.528 -3.999
Cl 8.330 5.643 -3.720
Cl 9.193 6.806 -6.229
C 7.683 3.397 -7.482
Cl 7.974 4.746 -8.602
Cl 7.363 1.912 -8.405
Cl 9.114 3.159 -6.457
Cl 6.277 3.768 -6.460
C -1.091 -11.718 6.174
Cl -0.605 -10.460 5.017
Cl -1.195 -13.282 5.339
Cl 0.112 -11.821 7.477
Cl -2.677 -11.307 6.863
C -12.189 -3.098 0.865
Cl -11.859 -2.863 2.600
Cl -13.533 -4.242 0.667
Cl -12.619 -1.544 0.118
Cl -10.736 -3.748 0.073
C -15.806 -0.509 3.016
Cl -16.038 -0.181 4.746
Cl -15.606 1.025 2.143
Cl -14.353 -1.507 2.791
Cl -17.224 -1.373 2.381
C -12.089 3.494 1.896
Cl -12.203 1.722 1.871
Cl -10.873 3.993 3.092
Cl -11.612 4.079 0.287
Cl -13.667 4.184 2.333
C 2.823 7.278 -7.944
Cl 3.117 8.636 -9.050
Cl 2.523 5.801 -8.886
Cl 4.246 7.040 -6.907
Cl 1.405 7.634 -6.933
C -4.030 -5.269 7.654
Cl -2.660 -6.205 8.291
Cl -5.111 -4.818 8.990
Cl -3.425 -3.798 6.859
Cl -4.924 -6.255 6.476
C 7.602 0.326 2.753
Cl 7.911 0.990 4.371
Cl 6.331 -0.913 2.858
Cl 7.071 1.631 1.669
Cl 9.091 -0.405 2.115
C 2.971 5.210 1.859
Cl 1.194 5.278 1.833
Cl 3.584 6.237 3.171
Cl 3.495 3.530 2.127
Cl 3.609 5.787 0.306
C -4.549 7.896 6.180
Cl -4.838 8.128 7.917
Cl -4.406 9.479 5.386
Cl -3.043 6.979 5.947
Cl -5.906 6.997 5.468
C 6.435 2.985 8.100
Cl 7.109 2.165 6.673
Cl 5.128 4.076 7.591
Cl 5.791 1.774 9.229
Cl 7.712 3.923 8.903
C 5.023 -1.411 -8.435
Cl 4.229 -2.795 -7.650
Cl 6.747 -1.771 -8.667
Cl 4.263 -1.110 -10.012
Cl 4.851 0.030 -7.410

3.
18
Properties=species:S:1:pos:R:3 method="wB97M-V/def2-TZVPD" multiplicity=2 e_lumo_ev="-9.17 / -15.55" e_tot_ha=-400.09625 e_above_lowest_kj_mol=351.3 total_charge=+2 s2=0.76 e_homo_ev="-18.944 / -18.281"
C -0.359 1.997 -1.712
N 0.158 0.810 -2.033
H 0.331 2.809 -1.341
H -1.458 2.083 -1.579
H -0.315 0.284 -2.789
H 0.463 0.197 -1.036
H -0.087 2.603 3.151
H -0.270 2.639 1.815
O -0.031 2.046 2.459
H -1.478 -2.331 -2.470
H -0.058 -3.086 -2.915
O -0.465 -2.273 -2.481
H 0.079 -2.347 2.798
H 1.359 -1.476 3.387
O 1.045 -2.147 2.809
H 0.468 -0.010 1.220
H 0.170 -1.358 0.401
O 0.449 -0.441 0.317

4.
13
Properties=species:S:1:pos:R:3 method="wB97M-V/def2-TZVPD" e_lumo_ev=1.02 e_tot_ha=-273.55326 e_above_lowest_kj_mol=426.6 total_charge=0 e_homo_ev=-9.656
C 1.699 -0.407 0.028
N 0.480 -0.522 -0.438
C -0.272 0.632 0.209
C -1.678 0.337 -0.230
F -2.107 -0.997 0.122
H 2.723 -0.982 -0.409
H 1.853 0.680 -0.163
H 2.055 -0.705 0.997
H -0.108 -1.163 0.353
H -0.399 0.699 1.249
H 0.053 1.499 -0.371
H -1.518 -0.042 -1.350
H -2.780 0.972 0.003

5.
92
Properties=species:S:1:pos:R:3 method="wB97M-V/def2-TZVPD" multiplicity=2 e_lumo_ev="-3.21 / -3.26" e_tot_ha=-3249.35441 e_above_lowest_kj_mol=4.6 total_charge=+1 s2=0.76 e_homo_ev="-10.402 / -10.315"
Ru 0.229 1.245 0.685
C 0.165 -0.491 4.816
C 1.431 -1.038 4.911
C 2.323 -0.834 3.869
C 1.919 -0.080 2.782
N 0.697 0.490 2.708
C -0.161 0.257 3.694
C 2.836 0.309 1.688
C 4.141 -0.095 1.455
C 4.868 0.595 0.493
C 4.343 1.713 -0.140
C 3.026 2.050 0.133
N 2.307 1.286 0.954
C 2.274 3.274 -0.249
C 2.766 4.218 -1.132
C 2.012 5.352 -1.389
C 0.805 5.507 -0.738
C 0.379 4.510 0.125
N 1.078 3.409 0.378
H -0.573 -0.638 5.590
H 1.722 -1.618 5.775
H 3.319 -1.248 3.903
H -1.145 0.690 3.573
H 4.582 -0.914 2.002
H 5.880 0.286 0.275
H 4.950 2.305 -0.808
H 3.718 4.066 -1.619
H 2.367 6.097 -2.087
H 0.180 6.372 -0.900
H -0.567 4.604 0.638
C -2.255 3.723 3.228
N -2.633 3.934 1.844
C -3.127 5.103 1.320
C -3.310 4.881 -0.005
N -2.940 3.589 -0.288
B -2.967 3.166 -1.821
N -2.660 1.680 -2.170
C -3.544 0.947 -2.930
C -2.864 -0.052 -3.541
N -1.556 0.062 -3.140
C -0.443 -0.701 -3.678
C -1.452 1.106 -2.302
S 0.041 1.664 -1.636
C -2.526 3.027 0.844
S -2.025 1.393 1.138
H -2.292 4.684 3.735
H -1.240 3.325 3.273
H -2.943 3.030 3.710
H -3.311 5.969 1.928
H -3.682 5.530 -0.775
H -4.083 3.390 -2.198
H -2.149 3.870 -2.355
H -4.580 1.220 -2.988
H -3.184 -0.833 -4.202
H -0.832 -1.629 -4.089
H 0.269 -0.926 -2.886
H 0.051 -0.121 -4.457
O 0.149 -0.693 0.524
Si 0.056 -2.137 -0.197
C 1.618 -2.407 -1.209
C 2.198 -3.669 -1.345
C 3.374 -3.854 -2.055
C 4.005 -2.771 -2.648
C 3.451 -1.506 -2.523
C 2.275 -1.332 -1.810
C -1.499 -2.423 -1.196
C -2.703 -1.867 -0.758
C -3.909 -2.215 -1.345
C -3.936 -3.129 -2.388
C -2.749 -3.688 -2.844
C -1.546 -3.335 -2.249
C -0.015 -3.425 1.167
C 0.263 -3.077 2.487
C 0.222 -4.009 3.513
C -0.099 -5.328 3.230
C -0.390 -5.697 1.924
C -0.357 -4.754 0.911
H 1.736 -4.529 -0.875
H 3.800 -4.844 -2.143
H 4.919 -2.915 -3.209
H 3.930 -0.656 -2.991
H 1.849 -0.335 -1.736
H -2.704 -1.152 0.059
H -4.831 -1.773 -0.989
H -4.876 -3.410 -2.843
H -2.762 -4.404 -3.656
H -0.626 -3.778 -2.619
H 0.505 -2.042 2.710
H 0.433 -3.710 4.531
H -0.135 -6.062 4.023
H -0.656 -6.722 1.700
H -0.623 -5.063 -0.094

6.
43
Properties=species:S:1:pos:R:3 method="wB97M-V/def2-TZVPD" multiplicity=5 e_lumo_ev="-3.10 / -3.17" e_tot_ha=-4859.51114 e_above_lowest_kj_mol=0.0 total_charge=+1 s2=6.03 e_homo_ev="-10.173 / -10.425"
Cr -0.150 0.311 0.953
P 2.084 -0.610 1.061
C 2.244 -0.791 -0.739
C 0.990 -1.343 -1.352
N -0.174 -0.896 -0.829
C -1.336 -1.303 -1.386
C -1.360 -2.212 -2.436
C -0.166 -2.678 -2.975
C 1.031 -2.221 -2.432
C -2.610 -0.736 -0.802
P -2.286 0.833 0.084
H 2.000 -2.511 -2.834
H -2.336 -2.517 -2.820
H -0.172 -3.369 -3.818
H -3.355 -0.560 -1.594
H -3.055 -1.436 -0.073
H 2.394 0.263 -1.109
H 3.120 -1.418 -0.956
H 1.213 2.556 -0.656
O 1.886 1.969 -1.118
H 2.011 2.333 -2.001
H -0.149 3.024 0.975
O 0.104 3.483 0.133
H 0.060 4.439 0.319
C -2.387 2.080 -1.219
H -3.375 2.076 -1.698
H -2.187 3.064 -0.775
H -1.614 1.876 -1.973
C -3.625 1.063 1.259
H -3.360 1.938 1.869
H -4.590 1.235 0.765
H -3.683 0.179 1.910
C 2.234 -2.301 1.654
H 3.266 -2.654 1.549
H 1.935 -2.317 2.706
H 1.563 -2.954 1.089
C 3.557 0.290 1.586
H 3.398 0.586 2.632
H 4.459 -0.337 1.517
H 3.663 1.195 0.972
Se -0.403 -0.089 5.725
C -0.415 0.142 4.012
N -0.419 0.317 2.824